[1]
12
Properties=species:S:1:pos:R:3:nbo_charge:R:1 method="wB97M-V/def2-TZVPD" smiles="[H]/N=C/N=C(N)N" homo_ha=-0.2962 homo_lumo_gap_ev=8.92 lumo_ev=0.859
H 1.794 0.920 -1.598 0.34
N 1.150 0.339 -1.056 -0.88
C 1.671 -0.055 0.093 0.28
N 0.761 -0.445 0.985 -0.65
C -0.447 -0.200 0.403 0.72
N -1.397 -1.174 0.511 -0.76
N -0.986 1.057 0.286 -0.79
H 2.744 -0.103 0.311 0.17
H -2.243 -1.046 -0.022 0.38
H -1.008 -2.107 0.476 0.41
H -1.782 1.132 -0.331 0.37
H -0.259 1.684 -0.058 0.41



[2]
12
Properties=species:S:1:pos:R:3:nbo_charge:R:1 method="wB97M-V/def2-TZVPD" total_charge=+2 homo_ha="-0.7359 / -0.7359" homo_lumo_gap_ev="8.47 / 8.47" lumo_ev="-11.555 / -11.555"
C -0.293 0.343 -0.496 0.50
C 0.593 -0.578 0.352 0.50
N 0.688 0.403 -1.371 -0.29
N 1.593 -0.289 -0.527 -0.38
N 0.431 -1.167 1.455 -0.59
N -1.837 0.955 -0.443 -0.67
H 0.886 0.851 -2.269 0.51
H 2.566 -0.703 -0.616 0.51
H -0.537 -1.089 1.807 0.47
H 1.175 -1.600 1.995 0.49
H -2.308 0.602 0.407 0.48
H -1.949 1.291 -1.380 0.47



[3]
14
Properties=species:S:1:pos:R:3:nbo_charge:R:1 method="wB97M-V/def2-TZVPD" homo_ha=-0.3488 homo_lumo_gap_ev=8.93 lumo_ev=-0.558
C -1.448 -0.021 0.128 0.72
C 1.065 -0.549 0.084 0.70
H -3.470 -0.208 -0.492 0.39
H -2.223 -1.803 -0.325 0.40
H -2.342 2.008 0.105 0.38
H 1.827 -2.474 0.109 0.37
H 2.532 0.556 0.675 0.39
H 0.567 2.208 -0.289 0.51
N -2.373 -0.961 0.057 -0.75
N -1.490 1.454 0.107 -0.86
N 2.056 -1.508 -0.126 -0.77
N 1.373 0.791 0.651 -0.34
O -0.285 -0.936 -0.165 -0.54
O 1.340 1.524 -0.570 -0.59



Short version: total energy = -298.794114 -297.974546 -449.029556 Eh, in the order given.
Short version: energy relative to the best compared isomer or geometry (same formula, charge and spin) = 143.8 422.3 765.7 kJ/mol, in the order given.